Here is an isolated molecule of C3H7NO2 in a non-equilibrium geometry from OMol25. Energies are from ωB97M-V/def2-TZVPD.

```
13
Properties=species:S:1:pos:R:3:lowdin_charge:R:1
C 2.167 0.190 -0.167 -0.04
O 0.864 -0.396 -0.330 0.00
C -0.030 0.119 0.491 -0.54
O 0.250 0.951 1.354 0.03
C -1.493 -0.077 0.376 -0.19
N -2.144 -0.569 -0.837 0.01
H 2.735 -0.100 -1.048 0.09
H 2.634 -0.194 0.742 0.10
H 2.080 1.277 -0.090 0.10
H -1.359 0.985 0.988 0.18
H -1.881 -0.617 1.240 0.12
H -1.926 -0.028 -1.664 0.06
H -1.897 -1.541 -1.054 0.08
```

LUMO energy, eV: 0.8342
SMILES string: COC(=O)CN
HOMO energy, eV: -9.618
DFT total energy, Eh: -323.6786
Frontier orbital gap, eV: 10.5
Energy relative to the best compared isomer or geometry (same formula, charge and spin), eV: 2.7862
F_max, Eh/bohr: 0.078